(1)
C40H41AlN5O2STe2 as an isolated structure. Source: OMol25; level of theory: ωB97M-V/def2-TZVPD.

## Properties
* highest occupied orbital energy: -3.7 eV
* gap between HOMO and LUMO: 5.6 eV
* energy above the lowest of the compared OMol25 structures with the same formula, charge and spin: 77.73 kcal/mol
* total charge: -1

```
92
Properties=species:S:1:pos:R:3:forces:R:3
Al 0.135 -0.759 -0.867 -0.79 0.03 -0.19
N 6.326 -2.939 5.158 0.00 -0.01 -0.01
C 5.823 -2.388 3.973 -0.01 0.00 0.01
C 4.666 -1.609 3.993 0.01 -0.01 0.01
C 4.196 -1.025 2.832 -0.05 0.02 0.00
C 4.872 -1.213 1.635 0.00 0.02 0.00
C 6.016 -1.991 1.602 0.03 -0.01 0.01
C 6.494 -2.569 2.765 0.00 0.01 -0.01
S 4.266 -0.468 0.144 0.06 -0.11 0.02
O 5.073 -0.973 -0.937 -0.03 -0.01 0.01
O 4.237 0.956 0.362 0.04 0.01 0.02
N 2.719 -0.924 0.019 0.10 -0.20 -0.09
C 2.395 -2.217 -0.031 -0.08 0.23 0.07
N 3.214 -3.248 0.255 0.01 -0.10 -0.08
C 2.673 -4.451 0.244 0.10 0.03 0.03
C 1.334 -4.715 -0.032 -0.13 0.02 -0.03
C 0.554 -3.626 -0.348 0.05 -0.03 0.01
N 1.084 -2.404 -0.371 0.27 0.32 0.08
H 5.630 -3.090 5.871 0.00 0.00 0.00
H 6.898 -3.758 5.024 0.00 0.00 0.00
H 4.134 -1.464 4.927 0.00 0.00 0.00
H 3.284 -0.439 2.853 0.04 -0.01 0.01
H 6.514 -2.149 0.656 0.00 0.00 -0.01
H 7.394 -3.174 2.738 0.00 0.00 0.00
H 3.347 -5.271 0.479 0.02 0.02 -0.01
H 0.933 -5.716 -0.013 -0.01 0.01 0.00
H -0.500 -3.665 -0.590 -0.05 -0.02 -0.05
Te 1.143 1.802 -1.150 0.27 -0.06 0.17
C 1.298 4.048 -1.009 -0.02 0.01 0.08
C 0.856 5.028 -1.881 -0.05 -0.08 -0.06
C 1.226 6.360 -1.708 0.00 0.01 0.00
C 2.066 6.725 -0.668 0.01 -0.01 0.00
C 2.550 5.743 0.187 -0.02 0.01 -0.03
C 2.172 4.420 0.011 0.01 -0.02 0.05
C 0.676 1.981 0.954 0.17 0.02 0.06
C -0.556 2.536 1.284 0.02 0.03 0.03
C -0.925 2.669 2.615 0.01 0.01 -0.01
C -0.073 2.240 3.623 -0.01 0.00 -0.01
C 1.155 1.683 3.293 -0.01 -0.01 -0.03
C 1.534 1.555 1.962 -0.02 -0.05 0.05
H 0.232 4.762 -2.722 -0.07 -0.05 -0.04
H 0.856 7.110 -2.397 0.00 -0.01 0.00
H 2.354 7.760 -0.534 0.00 0.00 0.00
H 3.230 6.005 0.989 0.00 -0.01 0.00
H 2.582 3.673 0.682 -0.02 -0.02 0.00
H -1.237 2.867 0.507 0.01 0.00 -0.01
H -1.890 3.099 2.858 0.00 -0.01 0.02
H -0.364 2.340 4.662 0.00 0.00 0.00
H 1.835 1.364 4.075 0.00 0.00 0.02
H 2.510 1.164 1.703 -0.08 0.06 0.01
C -2.780 0.039 1.469 0.02 0.00 -0.03
C -3.289 -1.364 1.146 -0.03 0.03 0.02
C -2.334 -2.435 1.681 -0.01 -0.02 0.01
C -3.676 -1.562 -0.312 0.02 0.03 -0.03
C -5.029 -1.692 -0.584 0.01 -0.02 0.03
C -5.512 -1.937 -1.861 0.00 0.00 0.00
C -4.579 -2.138 -2.866 0.00 0.00 -0.02
C -3.209 -2.036 -2.659 0.00 -0.05 0.07
C -2.328 -2.429 -3.836 -0.03 0.03 -0.06
C -1.597 -1.269 -4.506 0.00 -0.01 0.07
C -1.345 -3.556 -3.519 0.00 -0.02 0.03
C -2.706 -1.632 -1.373 -0.05 -0.22 0.21
N -1.409 -1.406 -1.129 0.22 0.03 -0.25
H -2.550 0.137 2.535 0.00 -0.02 -0.01
H -3.522 0.796 1.209 0.00 0.00 0.00
H -1.874 0.270 0.910 -0.04 -0.03 0.01
H -4.223 -1.494 1.706 0.00 0.01 0.01
H -1.354 -2.350 1.215 0.01 0.01 -0.01
H -2.723 -3.436 1.481 0.01 0.00 -0.01
H -2.210 -2.324 2.762 -0.01 0.00 0.00
H -5.728 -1.603 0.243 -0.01 0.00 0.00
H -6.574 -2.019 -2.057 0.00 0.00 0.00
H -4.924 -2.403 -3.862 0.00 -0.01 0.01
H -3.025 -2.833 -4.579 0.02 0.00 -0.02
H -0.891 -0.803 -3.821 -0.03 -0.07 -0.03
H -2.294 -0.492 -4.826 0.00 0.00 0.00
H -1.048 -1.622 -5.384 0.00 0.02 -0.02
H -0.581 -3.201 -2.832 0.06 0.00 0.08
H -0.846 -3.892 -4.432 -0.03 -0.02 -0.01
H -1.854 -4.411 -3.067 0.01 0.01 0.02
Te -0.617 2.159 -3.430 0.04 0.23 -0.13
C -2.329 2.566 -2.256 -0.06 -0.10 0.03
C -3.254 1.548 -2.032 0.06 -0.01 -0.08
C -4.397 1.790 -1.282 -0.05 -0.04 -0.01
C -4.624 3.046 -0.739 0.01 0.04 -0.01
C -3.706 4.065 -0.957 0.00 -0.02 0.00
C -2.568 3.830 -1.717 -0.02 -0.10 0.02
H -3.085 0.557 -2.438 -0.01 0.12 0.04
H -5.098 0.980 -1.120 0.03 0.02 0.00
H -5.510 3.230 -0.144 -0.01 0.00 0.00
H -3.874 5.050 -0.537 0.01 0.01 0.00
H -1.864 4.631 -1.875 0.10 0.09 -0.03
```
Positions in Å, forces in eV/Å.



(2)
A 10-piece molecular cluster, C27H52F5N2O37S9 overall in a non-equilibrium geometry. Source: OMol25; level of theory: ωB97M-V/def2-TZVPD.

## Properties
* highest occupied orbital energy: -11.9 eV
* gap between HOMO and LUMO: 9.7 eV
* total charge: +1

```
132
Properties=species:S:1:pos:R:3:forces:R:3
C -9.023 1.822 -1.358 0.03 -0.11 0.65
N -8.815 0.810 -2.417 0.04 0.46 -0.13
C -9.524 1.302 -3.622 -0.03 0.12 -0.07
C -7.443 0.644 -2.696 -0.29 0.01 0.70
O -6.911 1.196 -3.607 0.80 0.13 -1.17
C -6.572 -0.318 -1.841 -1.09 -0.47 -0.19
N -6.091 0.324 -0.555 -0.16 -0.93 -0.14
C -4.598 0.355 -0.372 1.42 0.42 0.08
C -3.957 1.734 -0.575 0.02 0.39 0.64
C -4.626 2.880 0.249 0.02 -0.14 -0.54
C -5.315 3.873 -0.684 0.01 -0.01 0.82
F -4.413 4.416 -1.519 0.10 0.02 0.03
F -6.246 3.259 -1.476 0.07 -0.31 0.11
C -6.062 5.039 0.078 -0.64 -0.35 -1.14
F -5.755 6.193 -0.487 0.34 0.46 0.33
F -7.385 4.888 -0.056 -0.26 -0.22 0.11
F -5.811 5.053 1.376 0.51 0.15 0.32
H -8.413 1.625 -0.459 -0.32 -0.02 -0.36
H -8.767 2.832 -1.733 -0.18 -0.37 0.13
H -10.065 1.778 -1.012 0.37 0.07 -0.22
H -9.198 2.320 -3.902 0.04 -0.42 0.04
H -10.597 1.370 -3.392 0.36 -0.31 -0.07
H -9.330 0.618 -4.460 -0.24 0.27 0.28
H -5.744 -0.638 -2.483 0.01 0.43 0.41
H -7.143 -1.220 -1.570 0.13 0.44 -0.01
H -6.469 -0.238 0.215 -0.15 0.25 -0.13
H -6.545 1.240 -0.481 0.50 0.08 0.07
H -4.349 -0.030 0.631 -0.39 0.30 -0.26
H -4.104 -0.337 -1.072 -0.61 0.09 0.15
H -2.933 1.650 -0.190 -0.38 -0.23 -0.24
H -3.830 2.011 -1.631 -0.38 -0.17 0.35
H -5.334 2.489 1.004 0.21 0.31 -0.25
H -3.865 3.465 0.789 -0.27 -0.31 -0.10
C -12.387 0.488 2.765 -0.24 -0.09 0.49
C -11.261 1.348 3.298 -0.13 0.46 -0.31
O -10.113 0.491 3.287 -0.16 -0.44 -0.18
S -10.229 -0.542 2.058 -0.77 0.06 0.52
O -9.465 -0.031 0.968 0.20 -0.17 -0.13
O -10.042 -1.848 2.552 -1.36 -0.10 -1.17
O -11.788 -0.305 1.733 0.59 0.35 -0.13
H -12.772 -0.186 3.533 0.00 0.04 0.00
H -13.205 1.081 2.363 0.08 -0.11 -0.21
H -11.454 1.715 4.303 0.20 -0.17 0.06
H -11.060 2.194 2.635 -0.06 0.02 0.04
C 0.626 2.104 3.126 0.52 -0.11 0.26
C 1.262 1.976 1.759 -0.21 0.40 -0.14
O 0.940 0.642 1.336 -0.34 -0.38 0.68
S -0.489 0.225 1.927 0.45 0.79 0.11
O -1.478 0.441 0.926 -0.85 -0.42 1.98
O -0.345 -1.019 2.599 -0.18 -0.17 -0.35
O -0.619 1.397 3.022 -0.10 -0.14 -0.54
H 1.231 1.618 3.893 0.00 0.04 -0.01
H 0.453 3.140 3.407 -0.25 -0.08 -0.01
H 2.334 2.121 1.785 -0.02 -0.30 -0.10
H 0.818 2.675 1.045 0.07 0.02 0.01
C 1.331 6.387 1.051 -0.27 -0.02 0.40
C 2.438 7.187 1.705 -0.02 0.46 -0.36
O 3.490 6.239 1.920 -0.32 -0.59 -0.07
S 3.469 5.144 0.744 -0.14 0.64 0.09
O 4.424 5.507 -0.235 -0.01 -0.34 -0.06
O 3.445 3.851 1.336 0.26 0.25 -0.07
O 2.002 5.480 0.170 0.41 0.07 0.10
H 0.776 5.801 1.788 -0.01 0.05 0.01
H 0.639 7.015 0.494 0.11 -0.12 -0.19
H 2.128 7.635 2.646 0.18 -0.18 0.10
H 2.813 7.966 1.039 -0.06 0.01 0.02
C 0.981 -3.828 0.748 -0.34 -0.05 0.48
C 2.073 -3.017 1.409 -0.02 0.52 -0.30
O 3.143 -3.947 1.618 -0.23 -0.53 -0.19
S 3.138 -5.036 0.435 -0.47 0.42 0.29
O 4.089 -4.643 -0.546 0.06 -0.25 -0.07
O 3.138 -6.328 1.013 0.28 0.00 -0.11
O 1.669 -4.717 -0.140 0.52 0.18 -0.01
H 0.434 -4.428 1.478 0.00 0.04 0.00
H 0.281 -3.205 0.195 0.12 -0.10 -0.19
H 1.754 -2.580 2.351 0.16 -0.17 0.08
H 2.436 -2.227 0.747 -0.07 0.03 0.03
C 0.084 0.425 -4.433 0.07 0.36 -0.48
C 1.309 0.964 -3.722 0.29 -0.54 0.01
O 0.783 1.798 -2.681 -0.64 0.11 -0.08
S -0.613 1.192 -2.167 0.80 -0.29 -0.70
O -0.380 0.428 -0.993 0.31 0.20 -1.74
O -1.593 2.223 -2.209 0.25 -0.03 0.20
O -0.870 0.181 -3.390 0.19 0.13 0.47
H -0.338 1.166 -5.115 0.03 -0.02 0.00
H 0.292 -0.492 -4.980 -0.15 -0.10 0.19
H 1.956 1.536 -4.382 -0.09 0.21 0.16
H 1.884 0.161 -3.256 0.00 0.01 -0.05
C 6.539 -5.701 -2.362 -0.39 -0.30 0.31
C 7.540 -5.365 -1.278 -0.06 0.58 -0.03
O 8.672 -6.194 -1.562 -0.16 -0.34 -0.44
S 8.794 -6.405 -3.150 -0.52 0.16 0.48
O 9.742 -5.475 -3.660 0.08 -0.13 -0.21
O 8.881 -7.794 -3.414 0.28 0.08 -0.07
O 7.325 -5.886 -3.547 0.55 0.17 0.15
H 6.021 -6.638 -2.146 -0.02 0.05 0.03
H 5.809 -4.910 -2.508 0.11 0.00 -0.19
H 7.157 -5.565 -0.280 0.17 -0.20 -0.02
H 7.859 -4.321 -1.341 -0.05 -0.01 0.03
C 11.790 -2.844 -4.484 0.06 -0.51 -0.33
C 13.014 -2.989 -3.607 -0.36 -0.08 0.53
O 13.882 -1.923 -4.019 -0.22 0.30 -0.44
S 12.998 -0.664 -4.482 -0.13 -0.79 0.03
O 12.908 0.252 -3.396 -0.03 0.19 -0.26
O 13.426 -0.265 -5.772 0.10 0.25 0.16
O 11.588 -1.427 -4.607 0.42 0.27 0.39
H 11.964 -3.251 -5.482 -0.01 -0.01 0.03
H 10.914 -3.318 -4.048 -0.06 0.21 -0.01
H 13.503 -3.951 -3.729 0.19 0.16 -0.12
H 12.768 -2.838 -2.553 0.00 -0.08 -0.02
C -6.485 -2.006 6.674 0.16 0.30 0.46
C -7.975 -1.831 6.884 -0.11 -0.60 0.04
O -8.362 -0.840 5.922 0.51 0.25 -0.25
S -7.443 -0.982 4.612 0.03 -0.51 0.65
O -8.150 -1.742 3.638 1.95 0.46 0.82
O -6.883 0.291 4.314 -0.17 -0.02 -0.26
O -6.300 -1.917 5.257 -0.50 0.10 -0.18
H -5.920 -1.197 7.144 -0.02 -0.03 0.02
H -6.124 -2.962 7.046 0.03 -0.04 -0.25
H -8.219 -1.502 7.891 -0.07 0.24 -0.14
H -8.519 -2.751 6.661 0.03 0.00 0.04
C 12.521 0.035 0.954 0.48 0.25 0.04
C 12.799 -0.416 -0.464 -0.50 0.27 -0.11
O 13.336 -1.738 -0.325 0.09 -0.06 0.57
S 12.666 -2.453 0.952 0.00 0.52 -0.18
O 11.596 -3.273 0.501 0.06 -0.10 0.18
O 13.701 -2.946 1.784 -0.08 -0.21 -0.11
O 12.036 -1.134 1.626 -0.06 -0.33 -0.38
H 13.435 0.362 1.454 -0.02 0.01 -0.02
H 11.782 0.832 0.997 -0.14 -0.19 0.10
H 13.502 0.231 -0.979 0.12 -0.24 -0.04
H 11.878 -0.484 -1.046 0.04 0.09 -0.02
```
Positions in Å, forces in eV/Å.



(3)
A 5-piece molecular cluster, C26H56FNO11S5Si overall. Source: OMol25; level of theory: ωB97M-V/def2-TZVPD.

## Properties
* highest occupied orbital energy: -9.6 eV
* gap between HOMO and LUMO: 9.9 eV
* energy above the lowest of the compared OMol25 structures with the same formula, charge and spin: 0.00 kcal/mol

```
101
Properties=species:S:1:pos:R:3:forces:R:3
C -0.830 0.400 7.293 0.01 -0.01 0.02
C -1.152 1.659 6.477 0.01 -0.04 -0.05
C -2.634 2.082 6.529 -0.03 -0.11 0.02
C -3.197 2.494 5.170 0.11 0.05 -0.07
C -3.371 1.306 4.215 0.19 0.09 -0.01
N -2.230 1.168 3.261 -0.43 -0.12 -0.07
C -1.839 -0.227 2.953 0.14 0.08 -0.01
C -0.340 -0.404 2.782 0.00 -0.02 0.00
O 0.126 0.534 1.853 -0.03 -0.16 -0.02
Si 1.703 1.078 1.804 0.10 0.02 0.02
C 1.732 2.335 0.437 -0.12 0.03 -0.12
C 2.812 -0.366 1.460 0.03 -0.11 0.00
C 2.158 1.906 3.416 0.05 0.09 0.01
S -2.249 2.307 2.078 -0.20 -0.56 0.15
O -3.514 2.961 2.073 0.04 0.09 0.08
O -1.060 3.065 2.020 0.20 0.34 0.02
F -2.249 1.398 0.793 -0.06 0.06 -0.08
H -1.521 0.280 8.131 0.05 0.05 -0.01
H -0.897 -0.504 6.681 -0.08 0.03 0.04
H 0.179 0.429 7.709 -0.02 -0.01 -0.08
H -0.874 1.498 5.431 0.08 -0.01 0.08
H -0.526 2.484 6.825 -0.07 0.02 -0.04
H -2.766 2.902 7.240 0.01 -0.06 0.00
H -3.236 1.247 6.910 0.01 0.06 0.01
H -4.155 3.005 5.285 0.03 -0.05 0.03
H -2.513 3.211 4.704 -0.14 0.07 0.05
H -3.377 0.373 4.778 -0.01 0.05 0.07
H -4.319 1.370 3.682 0.04 0.00 -0.08
H -2.159 -0.804 3.818 0.04 -0.10 -0.04
H -2.371 -0.620 2.082 -0.01 0.15 -0.03
H -0.154 -1.426 2.425 0.00 0.02 0.09
H 0.156 -0.301 3.757 -0.01 0.09 -0.05
H 1.432 1.879 -0.511 0.08 0.00 0.02
H 1.030 3.144 0.652 0.11 -0.03 0.01
H 2.734 2.755 0.317 -0.04 -0.01 -0.02
H 3.867 -0.088 1.531 -0.03 -0.01 -0.05
H 2.635 -0.766 0.457 0.06 0.02 0.06
H 2.661 -1.184 2.172 0.00 0.14 -0.04
H 1.900 1.335 4.312 0.00 -0.03 -0.06
H 1.682 2.888 3.484 -0.01 -0.07 0.04
H 3.243 2.054 3.427 -0.05 0.02 0.06
C 3.532 -6.441 2.733 -0.01 0.03 -0.01
C 3.115 -6.216 1.273 -0.03 0.02 -0.01
C 2.945 -4.708 1.072 -0.08 -0.09 -0.07
S 4.090 -3.926 2.219 -0.13 -0.07 0.06
O 3.321 -3.176 3.187 0.04 -0.03 0.07
O 5.186 -3.297 1.531 0.03 0.03 -0.03
C 4.648 -5.440 3.004 0.05 -0.06 -0.03
H 3.864 -7.463 2.911 -0.01 0.00 -0.01
H 2.689 -6.241 3.397 0.00 0.00 0.00
H 3.887 -6.591 0.598 0.03 0.00 0.03
H 2.191 -6.741 1.036 0.01 -0.01 -0.03
H 3.165 -4.368 0.066 0.07 0.01 0.01
H 1.947 -4.371 1.348 0.04 0.05 0.10
H 4.832 -5.228 4.054 0.00 0.04 -0.01
H 5.577 -5.727 2.509 0.00 0.00 0.01
C -3.732 4.192 -3.072 0.02 0.01 0.01
C -3.453 3.018 -2.125 0.02 0.02 0.04
C -4.530 3.043 -1.035 0.13 -0.04 -0.08
S -5.985 3.780 -1.794 0.01 -0.01 -0.05
O -6.275 5.035 -1.150 0.00 0.03 0.03
O -7.023 2.794 -1.950 -0.01 -0.02 -0.01
C -5.222 4.124 -3.385 0.05 -0.01 -0.05
H -3.126 4.131 -3.975 -0.01 0.04 -0.01
H -3.500 5.141 -2.585 0.00 -0.02 0.03
H -3.508 2.079 -2.684 -0.02 0.00 0.00
H -2.459 3.078 -1.682 0.00 -0.01 -0.01
H -4.804 2.055 -0.674 -0.03 0.02 0.05
H -4.242 3.674 -0.198 -0.09 0.03 0.02
H -5.651 5.043 -3.777 -0.03 0.00 0.03
H -5.466 3.287 -4.041 0.00 0.00 0.00
C 3.876 -1.537 -4.504 0.04 0.03 -0.01
C 5.278 -2.150 -4.376 -0.01 0.00 0.03
C 5.403 -2.716 -2.956 0.03 0.03 -0.07
S 3.730 -3.157 -2.460 -0.02 -0.06 0.00
O 3.332 -2.323 -1.351 -0.04 -0.01 -0.02
O 3.602 -4.592 -2.335 0.00 0.04 0.01
C 2.913 -2.574 -3.939 0.02 0.00 -0.10
H 3.626 -1.296 -5.535 -0.01 0.03 0.02
H 3.812 -0.617 -3.919 -0.02 0.00 -0.01
H 5.393 -2.954 -5.105 -0.01 -0.01 0.00
H 6.060 -1.416 -4.569 0.00 -0.01 -0.01
H 6.017 -3.610 -2.889 -0.01 0.00 0.03
H 5.748 -1.975 -2.238 -0.03 0.00 0.02
H 1.939 -2.185 -3.660 -0.04 0.04 0.04
H 2.796 -3.428 -4.605 0.03 -0.02 0.00
C -2.581 1.859 -6.026 -0.02 -0.04 -0.01
C -2.951 0.371 -6.096 0.02 -0.01 -0.01
C -1.793 -0.353 -6.789 -0.06 -0.02 0.03
S -0.315 0.609 -6.418 0.06 -0.06 0.04
O 0.206 1.157 -7.644 0.00 0.02 -0.03
O 0.558 -0.135 -5.543 0.02 -0.02 0.03
C -1.148 1.910 -5.510 -0.05 0.03 0.05
H -3.257 2.407 -5.370 -0.02 0.00 -0.01
H -2.639 2.309 -7.019 0.02 0.01 0.01
H -3.080 -0.022 -5.086 0.01 0.01 0.00
H -3.886 0.212 -6.632 -0.01 0.00 0.01
H -1.629 -1.365 -6.429 0.01 0.00 -0.02
H -1.893 -0.356 -7.873 0.02 0.03 0.00
H -0.624 2.843 -5.701 0.03 -0.02 -0.02
H -1.087 1.655 -4.451 0.00 -0.01 -0.01
```
Positions in Å, forces in eV/Å.